DFT (ωB97M-V/def2-TZVPD) results for a 2-piece molecular cluster, C3H4N2OS2 overall in a non-equilibrium geometry.

Computed properties:
Charge   0
Electronic energy   -1097.58007 a.u.
Gap between HOMO and LUMO   0.2666 Eh
Energy above the lowest of the compared OMol25 structures with the same formula, charge and spin   172.2 kcal per mole
2S+1   1
HOMO   -8.50 eV

```
12
C3H4N2OS2, DFT ωB97M-V/def2-TZVPD
C 1.6121 -0.7734 -0.0509
C -0.0022 1.0713 0.4465
C -0.7955 -1.2478 -0.0453
H 4.2426 0.5521 -0.9024
H 1.7684 -1.7592 -0.3657
H 1.0071 1.5613 1.4602
H -0.4540 -2.2361 -0.1943
N 2.4384 0.1167 0.3600
N 0.2561 -0.2450 0.2728
O 3.7881 -0.2872 -0.3116
S -1.3893 2.0254 -0.2277
S -2.3993 -1.3518 -0.0246
```

DFT (ωB97M-V/def2-TZVPD) results for a single C3H4N2S molecule in a non-equilibrium geometry.

Computed properties:
Charge   0
Electronic energy   -624.40709 a.u.
Gap between HOMO and LUMO   0.3371 Eh
Energy above the lowest of the compared OMol25 structures with the same formula, charge and spin   11.7 kcal per mole
2S+1   1
Structure (SMILES)   Sc1ncc[nH]1
HOMO   -8.39 eV

```
10
C3H4N2S, DFT ωB97M-V/def2-TZVPD
S 2.6454 0.0515 -0.0002
C 0.8371 -0.0196 -0.0133
N 0.1933 -1.1618 -0.0373
C -1.1483 -0.8235 0.0224
C -1.3372 0.5416 0.0136
N -0.0306 1.0422 -0.0477
H 2.6857 -1.2345 0.0126
H -1.8694 -1.5958 -0.0022
H -2.1924 1.1956 -0.0341
H 0.2165 2.0044 0.0863
```

DFT (ωB97M-V/def2-TZVPD) results for a single C3H4N2S molecule in a non-equilibrium geometry.

Computed properties:
Charge   0
Electronic energy   -624.31818 a.u.
Gap between HOMO and LUMO   0.2883 Eh
Energy above the lowest of the compared OMol25 structures with the same formula, charge and spin   67.5 kcal per mole
2S+1   1
Structure (SMILES)   C=N/N=C/C=S
HOMO   -9.19 eV

```
10
C3H4N2S, DFT ωB97M-V/def2-TZVPD
C 1.0483 1.5292 -1.5809
N 0.2533 1.3341 -0.5811
N 0.2523 -0.0822 -0.2758
C -0.5070 -0.3020 0.7511
C -0.7854 -1.6408 1.2525
S -1.8104 -2.0251 2.4123
H 1.1791 2.5053 -2.0657
H 1.6030 0.6907 -1.9716
H -0.9880 0.4483 1.2922
H -0.2451 -2.4575 0.7668
```

DFT (ωB97M-V/def2-TZVPD) results for a single C3H4N2S3 molecule in a non-equilibrium geometry.

Computed properties:
Charge   0
Electronic energy   -1420.67900 a.u.
Gap between HOMO and LUMO   0.2856 Eh
Energy above the lowest of the compared OMol25 structures with the same formula, charge and spin   59.5 kcal per mole
2S+1   1
Structure (SMILES)   C=NSC(=S)NC=S
HOMO   -8.69 eV

```
12
C3H4N2S3, DFT ωB97M-V/def2-TZVPD
C -1.4368 1.8868 -0.0320
N -0.5608 1.0104 0.1020
S 0.8401 1.2018 -0.8546
C 1.6367 -0.2396 -0.3709
S 3.3467 -0.3313 -0.5642
N 0.7790 -1.0280 0.4839
C -0.4250 -1.7632 0.2088
S -1.1946 -1.5094 -1.1853
H -2.4258 1.9902 0.5593
H -1.3907 2.6326 -0.8713
H 1.3574 -1.3886 1.3726
H -0.5261 -2.4617 1.1517
```

DFT (ωB97M-V/def2-TZVPD) results for a single C3H4N4 molecule.

Computed properties:
Charge   0
Electronic energy   -335.71341 a.u.
Gap between HOMO and LUMO   0.3492 Eh
Energy above the lowest of the compared OMol25 structures with the same formula, charge and spin   37.6 kcal per mole
2S+1   1
Structure (SMILES)   Nc1cncnn1
HOMO   -9.39 eV

```
11
C3H4N4, DFT ωB97M-V/def2-TZVPD
N 1.8865 -0.1179 -0.7039
C 0.5727 -0.1189 -0.2724
C 0.0459 0.9273 0.5154
N -1.2198 0.9269 0.8647
C -1.9362 -0.1152 0.4061
N -1.4901 -1.1009 -0.3503
N -0.2067 -1.1086 -0.6907
H 2.5820 0.0213 0.0164
H 2.0852 -0.9255 -1.2815
H 0.6693 1.7653 0.8267
H -2.9888 -0.1540 0.6696
```

DFT (ωB97M-V/def2-TZVPD) results for a single C3H4N4 molecule in a non-equilibrium geometry.

Computed properties:
Charge   0
Electronic energy   -335.53926 a.u.
Gap between HOMO and LUMO   0.3039 Eh
Energy above the lowest of the compared OMol25 structures with the same formula, charge and spin   146.9 kcal per mole
2S+1   1
Structure (SMILES)   [H]/N=N/c1cn[nH]c1
HOMO   -8.87 eV

```
11
C3H4N4, DFT ωB97M-V/def2-TZVPD
H -1.1822 1.0280 2.9272
N -0.1717 0.9688 2.1771
N -1.1887 0.8207 1.0987
C -0.3140 0.2326 0.1025
C 0.6863 -0.9178 0.4275
N 1.1121 -1.3555 -0.7352
N 0.6016 -0.4246 -1.7151
C -0.3595 0.3404 -1.2549
H 0.9722 -1.2288 1.4838
H 0.9819 -0.3845 -2.7369
H -1.1381 0.9206 -1.7748
```

Question: What is the formula in the fourth record?
Answer: C3H4N2S3